(1)
15
Properties=species:S:1:pos:R:3 method="wB97M-V/def2-TZVPD" homo_energy_ha=-0.3251 e_above_lowest_kcal_mol=103.04 orbital_gap_ev=9.8 energy_ha=-287.66825 e_lumo_ev=1.0 fmax_ev_per_a=4.19
C 1.216 -0.160 -0.805
C -0.265 -0.391 -1.090
N -0.918 -1.145 -0.005
C -1.064 0.311 -0.065
C -0.142 1.002 0.941
O 0.781 -0.042 1.787
H 1.526 0.740 -1.380
H 1.436 -0.169 0.555
H 1.817 -1.005 -1.113
H -0.696 -0.551 -2.092
H -1.772 -1.583 -0.335
H -2.074 0.702 -0.232
H -0.635 1.430 1.788
H 0.463 1.768 0.401
H 0.327 -0.907 1.645

***

(2)
15
Properties=species:S:1:pos:R:3 method="wB97M-V/def2-TZVPD" homo_energy_ha=-0.3347 e_above_lowest_kcal_mol=124.61 orbital_gap_ev=9.8 energy_ha=-287.63387 e_lumo_ev=0.7 fmax_ev_per_a=4.32
C -1.563 0.635 -0.112
O -0.894 1.764 0.343
C -1.015 -0.851 0.578
C -1.376 -1.984 0.796
H -0.047 1.832 -0.131
H -1.666 0.564 -1.203
H -2.557 0.658 0.335
H -1.552 -3.024 0.846
C 1.741 -0.036 0.317
N 1.338 0.576 -0.896
H 2.046 0.491 -1.616
H 0.464 0.142 -1.244
H 2.458 -0.854 0.235
H 0.585 -0.602 0.685
H 2.038 0.688 1.067

***

(3)
15
Properties=species:S:1:pos:R:3 method="wB97M-V/def2-TZVPD" homo_energy_ha=-0.2498 e_above_lowest_kcal_mol=95.93 orbital_gap_ev=7.5 energy_ha=-287.67958 e_lumo_ev=0.7 fmax_ev_per_a=0.59
C -1.633 -0.693 -0.289
C -0.460 1.402 -0.079
O -0.436 1.756 1.079
C -0.246 -0.052 -0.438
C 2.079 0.229 -0.026
N 0.807 -0.486 0.501
H -2.038 -0.542 0.719
H -2.328 -0.207 -0.988
H -1.610 -1.758 -0.529
H -0.844 2.050 -0.884
H 0.557 -0.064 1.402
H 0.170 -0.175 -1.440
H 2.631 0.531 0.871
H 2.650 -0.568 -0.524
H 0.822 -1.504 0.633

***

(4)
15
Properties=species:S:1:pos:R:3 method="wB97M-V/def2-TZVPD" homo_energy_ha=-0.3623 e_above_lowest_kcal_mol=15.56 orbital_gap_ev=10.8 smiles="CCCNC=O" energy_ha=-287.80765 e_lumo_ev=1.0 fmax_ev_per_a=1.12
C -0.551 0.046 -2.060
C -1.551 0.089 -0.916
C -0.951 -0.334 0.406
N 0.025 0.632 0.924
C 1.340 0.294 1.123
O 1.830 -0.799 0.966
H -1.045 0.139 -3.025
H 0.206 0.818 -1.936
H -0.027 -0.910 -2.074
H -2.072 1.045 -0.867
H -2.340 -0.648 -1.109
H -1.713 -0.472 1.177
H -0.430 -1.294 0.352
H -0.032 1.549 0.495
H 1.933 1.149 1.489

***

(5)
15
Properties=species:S:1:pos:R:3 method="wB97M-V/def2-TZVPD" homo_energy_ha=-0.3021 e_above_lowest_kcal_mol=45.94 orbital_gap_ev=9.1 smiles="CN(C)CC=O" energy_ha=-287.75924 e_lumo_ev=0.9 fmax_ev_per_a=0.52
C -1.416 -0.880 0.344
N -0.452 -0.021 -0.305
C -0.588 1.412 -0.235
C 0.859 -0.509 -0.615
C 1.904 -0.199 0.453
O 3.075 -0.018 0.229
H -2.164 -1.279 -0.360
H -1.956 -0.344 1.134
H -0.923 -1.736 0.820
H -1.562 1.680 0.184
H 0.184 1.889 0.391
H -0.525 1.869 -1.233
H 1.231 -0.102 -1.567
H 0.828 -1.602 -0.732
H 1.502 -0.160 1.492

***

(6)
15
Properties=species:S:1:pos:R:3 method="wB97M-V/def2-TZVPD" homo_energy_ha=-0.2864 e_above_lowest_kcal_mol=84.43 orbital_gap_ev=8.7 energy_ha=-287.69790 e_lumo_ev=0.9 fmax_ev_per_a=0.52
C 0.387 -2.424 0.640
C -0.321 -2.004 -0.462
C -0.149 0.184 -0.214
O 0.557 0.198 0.865
N -0.432 1.394 -0.682
C -0.011 2.652 -0.077
H 0.672 -0.836 1.061
H -0.138 -2.745 1.536
H 1.416 -2.760 0.532
H 0.122 -2.013 -1.454
H -1.407 -2.006 -0.470
H -0.990 1.442 -1.517
H -0.382 3.492 -0.673
H -0.404 2.726 0.941
H 1.081 2.700 -0.027